1.
70
Properties=species:S:1:pos:R:3:forces:R:3:mulliken_spin:R:1 method="wB97M-V/def2-TZVPD" multiplicity=3 homo_ev="-13.622 / -13.845" s_squared=2.168 largest_force_ev_per_a=4.0 total_charge=+2 e_lumo_ev="-6.797 / -6.996"
Mo 1.6812 -1.0259 -0.3128 -2.983 2.346 -1.271 2.2717
S 2.1727 1.2759 -1.3840 0.096 -0.212 0.197 -0.0163
P 0.2519 1.6828 -0.8293 0.498 0.184 -0.046 0.0459
C 0.1248 0.1601 0.0400 -0.041 -0.380 -0.299 -0.4348
P -1.2508 -0.9215 0.1344 0.075 -0.328 0.274 0.0196
S -0.4730 -2.3810 -1.0396 0.190 0.206 -0.073 -0.0568
C -1.3888 -1.4237 1.8683 -0.069 0.248 -0.520 0.0044
C -2.4980 -2.1669 2.2579 0.096 -0.006 -0.001 -0.0028
C -2.6323 -2.5375 3.5848 -0.042 -0.034 -0.101 0.0019
C -1.6732 -2.1550 4.5104 0.085 0.044 -0.009 -0.0004
C -0.5723 -1.4077 4.1175 0.024 -0.063 0.062 0.0050
C -0.4164 -1.0457 2.7911 0.134 0.109 -0.131 -0.0033
C -2.8263 -0.2462 -0.4087 0.450 -0.079 0.293 0.0035
C -3.5347 -0.6880 -1.5191 0.033 0.022 0.119 -0.0020
C -4.7555 -0.0964 -1.8032 -0.074 -0.028 -0.035 -0.0001
C -5.2504 0.9157 -0.9952 0.032 0.025 0.072 -0.0006
C -4.5237 1.3643 0.1001 -0.051 0.094 0.044 -0.0011
C -3.3057 0.7859 0.3970 -0.027 -0.073 -0.032 0.0003
C -0.1032 3.0759 0.2706 0.095 -0.567 -0.365 -0.0157
C 0.8376 3.4738 1.2130 0.005 0.008 -0.097 -0.0001
C 0.4963 4.4427 2.1402 0.092 -0.007 0.051 0.0020
C -0.7720 5.0010 2.1315 -0.017 -0.042 -0.038 -0.0019
C -1.7139 4.5817 1.2046 -0.064 0.030 0.032 0.0006
C -1.3911 3.6102 0.2755 0.063 0.017 -0.045 0.0017
C -0.6463 1.9095 -2.3806 0.037 -0.131 0.546 0.0065
C -0.9636 0.8146 -3.1767 -0.031 -0.099 0.080 0.0068
C -1.4930 1.0251 -4.4367 0.007 -0.032 -0.008 0.0015
C -1.6844 2.3170 -4.9032 -0.025 0.062 0.009 0.0002
C -1.3342 3.4045 -4.1181 -0.021 0.022 -0.097 -0.0006
C -0.8058 3.2092 -2.8555 -0.043 -0.053 0.098 0.0007
H -3.2328 -2.4504 1.5161 -0.157 -0.030 0.064 -0.0007
H -3.4860 -3.1148 3.8983 -0.120 -0.091 0.044 -0.0001
H -1.7803 -2.4403 5.5447 -0.049 -0.013 0.123 0.0000
H 0.1584 -1.0972 4.8475 0.092 -0.005 0.085 -0.0002
H 0.4483 -0.4614 2.4737 -0.279 -0.080 0.155 0.0020
H -3.1504 -1.4817 -2.1433 0.062 -0.076 -0.034 0.0002
H -5.3375 -0.4316 -2.6472 -0.007 -0.063 -0.107 0.0000
H -6.2146 1.3548 -1.2064 -0.036 0.017 -0.067 -0.0001
H -4.9171 2.1497 0.7288 -0.021 0.059 0.025 0.0000
H -2.7229 1.1165 1.2492 -0.093 0.040 0.097 0.0009
H 1.8257 3.0325 1.2021 0.065 0.041 0.037 -0.0038
H 1.2160 4.7670 2.8728 0.142 0.050 0.088 0.0001
H -1.0299 5.7640 2.8497 -0.009 0.061 0.068 -0.0001
H -2.7001 5.0172 1.2057 -0.131 0.047 -0.008 0.0000
H -2.1286 3.2723 -0.4391 -0.030 0.039 -0.048 -0.0002
H -0.7883 -0.1937 -2.8155 -0.031 0.046 -0.068 -0.0237
H -1.7489 0.1864 -5.0645 -0.027 -0.120 -0.042 0.0001
H -2.1022 2.4798 -5.8860 -0.007 -0.007 -0.056 0.0001
H -1.4684 4.4070 -4.4920 -0.004 0.107 -0.040 -0.0002
H -0.5125 4.0572 -2.2540 -0.019 0.069 0.021 -0.0002
C 5.7773 0.2751 0.3180 0.058 -0.287 -0.064 -0.0019
C 6.4415 -0.8517 -0.1574 -0.438 0.247 0.107 0.0261
C 5.7041 -1.9979 -0.4095 -0.449 -0.027 -0.056 -0.0106
C 4.3222 -1.9755 -0.2281 0.766 0.329 0.087 0.0564
N 3.6754 -0.8462 0.1600 1.727 -0.081 0.271 -0.0110
C 4.4045 0.2309 0.4700 0.018 0.489 0.113 0.0511
C 3.4595 -3.1608 -0.2185 0.034 -0.991 0.112 0.0423
C 3.8771 -4.4593 -0.5145 -0.129 0.528 0.015 -0.0040
C 3.0526 -5.5248 -0.1924 -0.341 0.227 0.177 0.0232
C 1.8571 -5.2672 0.4719 0.289 0.052 -0.066 -0.0048
C 1.4831 -3.9569 0.6984 -0.431 -0.202 0.170 0.0448
N 2.2288 -2.9176 0.3088 0.687 -1.399 0.322 -0.0092
H 6.3152 1.1781 0.5546 0.012 0.086 0.099 -0.0002
H 7.5115 -0.8441 -0.2971 0.072 -0.013 -0.024 0.0004
H 6.2064 -2.8963 -0.7278 -0.038 -0.139 -0.011 0.0006
H 3.8461 1.0828 0.8425 0.139 -0.084 -0.167 -0.0060
H 4.8328 -4.6418 -0.9770 0.127 0.074 -0.020 0.0004
H 3.3491 -6.5386 -0.4195 0.030 -0.023 -0.010 0.0004
H 1.2173 -6.0684 0.7989 -0.097 -0.088 0.070 -0.0004
H 0.5545 -3.7104 1.2038 0.102 -0.076 -0.173 -0.0073

2.
47
Properties=species:S:1:pos:R:3:forces:R:3:nbo_charge:R:1 method="wB97M-V/def2-TZVPD" multiplicity=1 homo_ev=-3.972 largest_force_ev_per_a=0.5 total_charge=-1 e_lumo_ev=2.524 e_above_lowest_ev=0.000
Pd -3.1340 0.0279 -0.7927 -0.139 -0.409 0.179 0.3921
Se -4.2639 2.1497 -1.2269 0.100 0.132 -0.019 -0.4271
Se -6.0567 0.6785 -1.5963 -0.365 0.079 -0.123 -0.2092
Te -5.5593 -1.1327 0.1040 0.208 -0.009 0.143 0.1923
Se -3.6734 -2.4331 -0.9007 0.097 0.078 -0.013 -0.6008
C 2.4764 2.3209 -1.5510 0.026 0.004 0.001 -0.6494
C 2.6835 1.9138 -0.1170 0.055 0.011 -0.068 -0.0034
C 3.9081 2.1571 0.4963 -0.003 0.001 0.023 -0.2137
C 4.1455 1.7871 1.8125 -0.017 -0.007 0.001 -0.2198
C 3.1419 1.1622 2.5355 0.014 0.025 -0.031 -0.2444
C 1.9166 0.9101 1.9338 -0.031 0.016 0.057 -0.1435
C 1.6675 1.2722 0.6119 -0.041 -0.147 -0.085 -0.3459
P 0.0266 1.0433 -0.1988 0.129 0.060 0.061 0.8521
C -0.9570 0.2687 1.1463 -0.111 0.020 0.036 -0.3567
C -1.8504 1.1747 1.7271 0.012 0.010 0.001 -0.1892
C -2.6555 0.8252 2.8007 -0.039 0.051 -0.021 -0.2293
C -2.5952 -0.4643 3.2950 0.032 -0.037 -0.018 -0.1979
C -1.7326 -1.3819 2.7121 -0.029 0.005 0.009 -0.2132
C -0.9050 -1.0454 1.6455 0.009 -0.025 -0.025 0.0128
C -0.0280 -2.1161 1.0611 0.008 -0.006 0.035 -0.6366
C 0.3721 -0.3108 -1.3861 -0.157 0.076 -0.057 -0.3435
C 1.5677 -1.0183 -1.4340 0.074 -0.052 -0.071 -0.2052
C 1.7379 -2.0833 -2.3055 0.010 0.036 0.037 -0.2536
C 0.6856 -2.4582 -3.1315 -0.067 0.025 -0.002 -0.2058
C -0.4960 -1.7359 -3.1179 0.064 -0.092 -0.026 -0.2155
C -0.6679 -0.6286 -2.2819 -0.096 0.103 0.016 -0.0174
C -1.9095 0.1868 -2.3872 0.205 -0.011 -0.144 -0.5925
H 3.2991 2.9475 -1.8962 -0.007 0.008 -0.001 0.2065
H 1.5403 2.8699 -1.6736 -0.012 0.007 0.012 0.2349
H 2.4137 1.4473 -2.2043 0.008 0.021 0.012 0.2335
H 4.6885 2.6516 -0.0718 0.001 0.000 -0.001 0.1992
H 5.1067 1.9909 2.2683 0.001 -0.002 0.002 0.2029
H 3.3065 0.8694 3.5651 0.003 0.000 0.001 0.2053
H 1.1344 0.4299 2.5086 0.000 -0.015 -0.007 0.2136
H -1.9216 2.1671 1.2984 -0.018 0.028 0.052 0.2301
H -3.3483 1.5467 3.2140 0.003 0.003 -0.003 0.2124
H -3.2327 -0.7680 4.1162 0.001 -0.002 0.003 0.2046
H -1.7073 -2.4009 3.0805 -0.005 0.000 0.010 0.2025
H -0.0753 -3.0131 1.6787 0.004 -0.004 0.014 0.2056
H 1.0130 -1.7969 0.9927 -0.036 -0.008 0.019 0.2153
H -0.3593 -2.3807 0.0545 -0.009 -0.001 0.031 0.2429
H 2.3724 -0.7548 -0.7558 -0.006 0.003 -0.004 0.2135
H 2.6731 -2.6293 -2.3226 0.003 0.001 0.007 0.2021
H 0.7907 -3.3073 -3.7965 0.000 0.002 -0.005 0.2027
H -1.3124 -2.0167 -3.7731 0.004 -0.002 -0.005 0.2137
H -2.5413 -0.1651 -3.2024 0.068 0.018 -0.075 0.2086
H -1.6850 1.2429 -2.5348 0.046 0.006 0.046 0.2148

3.
52
Properties=species:S:1:pos:R:3:forces:R:3:nbo_charge:R:1 method="wB97M-V/def2-TZVPD" multiplicity=1 homo_ev=-7.946 largest_force_ev_per_a=0.5 smiles="O=C(CN1CCN(Cc2ccccc2)CC1)NCCc1ccccc1" e_lumo_ev=0.722 e_above_lowest_ev=0.091
O 1.5958 1.5295 -2.5272 0.336 -0.068 -0.276 -0.6375
C 0.9979 1.8608 -1.5225 -0.162 0.380 0.313 0.6592
C 1.5497 2.8924 -0.5305 0.248 0.071 -0.087 -0.2970
N 2.3180 2.3856 0.5876 -0.157 0.006 -0.098 -0.4340
C 3.4637 1.5657 0.2534 0.155 -0.173 -0.098 -0.2251
C 3.1299 0.0757 0.1173 0.086 0.240 -0.046 -0.2517
N 2.5306 -0.3894 1.3554 0.077 0.009 0.110 -0.4432
C 2.3774 -1.8363 1.4377 0.038 0.093 0.066 -0.2299
C 1.3398 -2.4153 0.5061 0.013 -0.019 0.040 -0.0511
C 0.0357 -2.6171 0.9438 0.060 -0.026 -0.007 -0.2199
C -0.9332 -3.1026 0.0839 -0.091 -0.031 0.003 -0.2028
C -0.6147 -3.3779 -1.2354 -0.062 -0.061 -0.041 -0.2317
C 0.6804 -3.1786 -1.6834 0.003 -0.025 -0.110 -0.2230
C 1.6510 -2.7065 -0.8173 -0.025 -0.012 0.045 -0.1612
C 1.3007 0.3321 1.6179 -0.035 0.252 0.081 -0.2420
C 1.6089 1.8327 1.7196 -0.102 -0.199 0.176 -0.2223
N -0.2092 1.3577 -1.1900 -0.411 -0.033 0.070 -0.6325
C -0.8941 0.3568 -1.9739 0.022 -0.102 -0.251 -0.2232
C -2.3850 0.6957 -2.0965 0.249 -0.098 0.092 -0.4455
C -3.0186 0.6722 -0.7347 -0.093 0.070 -0.139 0.0746
C -3.4142 -0.5337 -0.1691 -0.026 0.039 0.015 -0.2487
C -3.9232 -0.5770 1.1158 -0.003 -0.081 0.023 -0.1907
C -4.0422 0.5876 1.8560 -0.033 0.034 0.113 -0.2245
C -3.6588 1.7954 1.2999 0.003 0.055 0.125 -0.2027
C -3.1495 1.8364 0.0129 -0.043 0.005 -0.035 -0.2710
H 2.2158 3.5486 -1.1012 -0.195 -0.067 -0.057 0.2193
H 0.7293 3.4942 -0.1292 0.013 0.012 -0.028 0.1981
H 3.9016 1.9299 -0.6763 0.045 0.018 0.001 0.2131
H 4.1914 1.6840 1.0638 0.071 -0.078 -0.067 0.1950
H 4.0548 -0.4810 -0.0509 0.004 -0.024 -0.061 0.2011
H 2.4682 -0.0779 -0.7497 0.112 -0.037 0.021 0.1850
H 3.3564 -2.2755 1.2276 -0.047 -0.040 0.057 0.2044
H 2.1103 -2.0689 2.4737 0.036 -0.081 -0.068 0.1998
H -0.2212 -2.4023 1.9718 -0.006 0.030 0.113 0.2112
H -1.9368 -3.2684 0.4477 -0.089 -0.011 0.021 0.2099
H -1.3703 -3.7528 -1.9107 -0.058 -0.041 -0.053 0.2132
H 0.9365 -3.3943 -2.7102 0.022 -0.025 -0.088 0.2155
H 2.6627 -2.5711 -1.1711 0.115 0.033 -0.032 0.2067
H 0.8939 -0.0101 2.5736 -0.056 0.001 0.003 0.1988
H 0.5433 0.1452 0.8381 0.065 -0.008 0.135 0.1725
H 0.6854 2.3939 1.8810 0.003 0.031 0.024 0.1936
H 2.2572 1.9790 2.5915 -0.122 -0.043 0.068 0.1982
H -0.6666 1.6542 -0.3409 0.189 0.066 -0.026 0.4016
H -0.7797 -0.6306 -1.5078 0.006 0.060 -0.111 0.2027
H -0.4111 0.3382 -2.9536 -0.059 -0.061 0.117 0.2371
H -2.8553 -0.0433 -2.7463 -0.033 0.016 -0.030 0.2197
H -2.4934 1.6814 -2.5521 -0.019 -0.023 -0.050 0.2149
H -3.3223 -1.4419 -0.7466 0.020 -0.110 -0.066 0.2119
H -4.2295 -1.5208 1.5430 -0.031 -0.086 0.036 0.2115
H -4.4374 0.5546 2.8604 -0.040 -0.004 0.077 0.2147
H -3.7562 2.7087 1.8688 -0.017 0.068 0.045 0.2145
H -2.8639 2.7855 -0.4210 0.023 0.078 -0.065 0.2132

| no. | calculated total energy (a.u.) |
| --- | --- |
| 1 | -3006.8776 |
| 2 | -8753.9184 |
| 3 | -1055.9369 |